(1)
17
Properties=species:S:1:pos:R:3:forces:R:3 method="wB97M-V/def2-TZVPD" relative_energy_kcal_mol=98.3 max_force_ev_per_a=4.500 e_tot_ha=-700.27526 lumo_energy_ev="-0.4 / -0.5" e_homo_ev="-8.8 / -7.4" multiplicity=1 gap_ha="0.30678 / 0.25274"
H 2.492 2.022 2.208 -0.388 0.983 0.016
H 3.817 0.278 1.179 1.170 0.553 -0.169
H -0.641 2.312 -2.246 0.395 0.138 0.203
H -2.358 -1.566 -1.905 -1.045 -0.114 0.269
C 1.553 -0.369 0.828 -0.779 -0.020 0.842
H 0.832 0.426 -1.207 -0.173 0.408 -0.122
Si -0.444 0.904 -1.838 -0.603 -0.651 -0.169
H -3.120 -1.358 -0.187 -0.786 -0.747 0.155
H -1.328 -1.786 -0.539 -2.070 1.016 -0.030
C -1.975 0.356 -0.872 0.213 -2.212 -0.255
H 0.606 -0.816 1.050 -0.896 0.452 0.387
C -2.317 -1.225 -0.867 4.277 1.125 -0.831
H -2.850 0.902 -1.180 -0.303 0.332 -0.151
H 2.870 -0.138 3.255 -0.398 0.631 -0.589
H -1.801 0.530 0.167 0.110 0.718 0.868
Si 2.648 0.633 1.939 0.324 -2.495 0.294
H 2.016 -1.104 0.215 0.952 -0.117 -0.719


(2)
124
Properties=species:S:1:pos:R:3:forces:R:3 method="wB97M-V/def2-TZVPD" max_force_ev_per_a=3.469 e_tot_ha=-2730.12944 lumo_energy_ev=0.3 e_homo_ev=-9.4 multiplicity=1 gap_ha=0.35680 smiles="O=C1OCCO1.O=C1OCCO1.O=C1OCCO1.O=C1OCCO1.CC(C)O.CC(C)O.CC(C)O.CC(C)O.CC(C)O.CC(C)O.CC(C)O"
H 3.602 -0.146 3.072 -0.607 -0.115 1.136
C 0.448 4.656 -1.848 0.277 -0.590 -0.127
C -4.129 4.202 1.222 0.296 -1.355 0.765
H 1.755 3.133 -2.569 -0.029 -1.102 -0.861
H 0.005 -5.700 -0.435 -0.215 0.503 0.008
H 6.165 -1.166 0.852 -0.018 0.273 -0.323
H -3.575 -4.768 3.323 -0.600 -0.541 0.034
C -5.166 0.351 3.554 -0.841 1.246 -1.968
H -2.060 4.247 0.609 -0.014 -0.095 0.592
H -3.221 0.032 -6.109 1.099 0.243 0.410
H -5.380 5.862 0.835 0.009 0.147 0.278
H 3.877 0.096 5.830 0.149 0.020 0.628
H -1.066 5.292 -3.242 -0.289 0.294 -0.119
C 3.856 -1.894 -0.381 -0.572 0.410 -0.078
H 0.593 -7.094 -1.240 0.250 -1.016 -0.056
H 2.624 0.454 -5.952 -0.499 1.382 -0.043
H -2.466 2.728 1.433 -0.266 0.691 0.225
O -1.952 -4.641 0.666 -1.254 0.281 -1.095
H -1.632 -0.589 -6.372 0.993 -0.863 -0.358
H 4.011 -2.520 0.483 -0.115 -0.511 0.218
C -4.555 1.225 4.574 1.481 -0.240 0.632
C 2.104 -5.517 -0.989 -0.320 -0.466 0.831
H 0.817 0.712 3.764 -0.972 -0.836 0.392
H 2.001 -4.605 -0.400 0.558 0.182 -0.086
H -3.472 -1.359 -4.134 -0.345 0.105 0.080
H 4.384 -2.304 -1.236 0.587 0.108 -0.013
H -0.293 -0.480 4.727 0.421 0.218 0.331
H 2.717 -0.937 -6.995 0.061 0.025 -0.012
O 3.759 -0.035 1.262 -0.352 -0.202 -0.537
H -4.117 -0.039 1.949 0.279 0.523 -0.319
O -0.549 0.333 -4.040 -0.786 -0.513 -0.220
O -1.052 0.104 2.933 1.366 -0.094 0.737
H -4.778 2.728 2.388 -0.201 1.298 -0.320
C 2.707 -0.518 -3.616 1.105 -0.722 0.788
H 4.161 2.304 3.709 -0.006 -0.250 -0.013
H 2.606 4.595 -2.201 0.143 -0.024 0.128
H -0.127 -0.454 -4.438 0.397 0.303 0.127
C -1.964 0.175 -4.354 0.990 0.180 0.753
H -6.970 1.602 3.441 0.785 -0.116 -0.419
O -4.683 0.718 2.169 -0.450 -0.785 1.743
C 4.305 -0.486 0.010 0.724 0.254 -0.465
H 0.325 4.594 -4.063 0.081 -0.358 -0.086
H -0.989 -1.291 -0.414 0.961 1.653 -1.041
C -3.115 -4.128 2.598 1.015 0.664 0.879
H -4.823 -0.651 3.708 -0.220 -0.881 0.175
C -2.125 0.176 -5.836 -2.373 2.142 -1.346
H 0.082 -0.837 -1.847 -0.566 0.832 0.835
H 5.414 -1.240 4.583 0.194 -0.678 -0.442
H 3.300 -2.283 -4.939 -0.103 0.335 0.729
C -2.537 -1.088 -3.654 0.375 -0.293 -1.282
H 3.955 0.218 -0.749 0.104 0.059 -0.124
C 0.662 1.211 0.187 -1.476 0.639 0.047
O -2.311 -1.114 1.626 -1.534 -0.516 -1.034
H 6.177 0.554 0.451 -0.032 0.236 -0.018
H 2.057 3.510 -0.884 0.072 0.015 0.243
H -4.519 3.771 0.297 0.208 -0.569 -0.023
O 0.354 -5.543 -2.500 -0.318 0.392 0.673
H 3.686 -0.062 -3.506 0.220 0.169 0.328
C 1.429 -5.015 -3.076 0.454 -1.040 0.774
H -1.916 -2.017 -3.768 -0.067 1.053 -0.005
O 2.556 -5.249 -2.315 -0.755 0.714 -0.606
H 2.463 -1.091 -2.708 0.292 -0.059 -0.301
H 0.867 6.372 -1.104 -0.154 0.067 0.427
C -0.387 -0.417 -0.911 -1.740 -2.965 -0.378
O 1.388 -4.491 -4.140 0.532 0.583 -0.617
H -2.310 4.241 2.400 0.187 0.109 0.181
H -3.839 -5.303 0.985 -0.744 -1.642 -0.311
H 3.351 2.424 5.263 0.137 -0.063 0.010
H -3.332 -3.107 2.837 -0.428 0.574 0.058
H 5.768 0.081 3.431 0.348 0.086 -0.515
H 1.048 -2.257 3.522 0.664 0.364 0.551
H 2.990 0.523 1.031 0.110 0.026 0.377
O -4.948 3.710 2.338 0.813 -0.587 -0.779
C -3.298 -4.425 1.139 0.435 0.260 0.323
H 6.305 -0.651 -0.846 0.038 -0.030 -0.127
O 0.069 -4.840 1.571 0.147 -0.045 0.030
H -1.858 1.210 -6.261 -0.111 -1.629 0.569
O 0.314 5.633 -0.811 0.833 0.551 -0.794
H -2.422 1.135 -4.012 0.037 -0.956 0.221
C 2.688 -1.367 -4.875 -0.438 0.750 -0.505
C -6.666 0.547 3.565 -1.172 0.167 -1.652
O 0.632 -0.079 0.009 -0.115 -1.505 -0.748
C -4.325 5.665 1.038 -0.344 0.443 -0.832
H 0.468 6.159 -3.362 0.355 1.248 -0.269
C -1.272 -0.983 2.202 -0.926 0.845 -0.008
H -3.479 1.247 4.344 0.023 -0.340 0.865
C -1.256 0.850 -1.103 1.895 0.969 1.241
O -0.386 1.845 -0.323 -0.991 -0.866 -0.915
C 0.122 -0.169 3.776 0.872 -0.204 -1.478
C 4.164 0.407 4.840 2.256 1.304 -0.065
H -3.775 6.040 0.157 -0.058 -0.337 0.316
C 5.840 -0.416 0.107 -0.591 -0.621 0.585
H 4.171 -0.350 -6.191 0.108 -0.013 0.264
O -0.319 -1.861 2.165 1.313 0.382 0.419
C 3.098 -0.476 -6.082 -0.424 -1.800 0.147
H 2.815 -1.932 -0.731 -0.008 0.130 0.640
O 1.518 1.704 0.834 1.776 1.419 1.109
H -0.278 3.959 -1.493 -0.507 -0.890 -0.230
H -3.859 -3.642 0.661 0.528 0.580 -0.634
H -2.724 -0.937 -2.615 -0.073 0.155 0.821
C 0.693 -6.036 -1.185 0.027 -0.271 -0.613
H -7.176 0.015 2.711 0.465 0.226 1.085
C 4.202 1.965 4.750 -0.110 -0.431 -0.008
O -1.702 -4.256 2.816 0.275 -0.509 -0.197
C 1.826 3.910 -1.861 -1.003 2.015 0.313
H 6.389 0.074 5.161 -0.760 0.199 -0.846
H -1.262 1.243 -2.113 -0.063 -0.256 -0.013
H 1.963 0.265 -3.641 -0.220 0.271 -0.512
C 5.556 -0.182 4.449 -0.338 0.301 2.284
C 0.807 -1.350 2.986 -1.744 -0.161 0.325
H -7.152 0.378 4.505 -0.040 -0.965 0.640
H 1.574 -1.003 2.327 0.434 0.021 -0.297
H 2.766 -6.238 -0.481 -0.205 0.444 -0.397
H -3.980 6.215 1.882 0.113 0.583 0.825
H -4.815 2.247 4.473 -0.783 1.073 -0.165
C 0.011 5.214 -3.234 0.197 -1.173 1.321
O 3.244 -0.185 4.010 -0.925 -0.288 -2.274
C -1.098 -4.606 1.668 0.591 0.447 1.153
H -2.248 0.839 -0.638 0.398 -0.095 0.000
C -2.639 3.828 1.456 -0.692 -0.389 -1.373
O 1.307 -1.728 -4.993 -0.830 -1.605 -0.149
H 5.143 2.359 5.160 -0.331 -0.147 0.112
H 1.145 -2.635 -4.599 0.569 1.291 -0.760
H -4.855 0.890 5.591 0.646 0.140 -0.531


(3)
17
Properties=species:S:1:pos:R:3:forces:R:3 method="wB97M-V/def2-TZVPD" relative_energy_kcal_mol=28.0 max_force_ev_per_a=0.805 e_tot_ha=-288.97234 lumo_energy_ev=1.1 e_homo_ev=-9.4 multiplicity=1 gap_ha=0.38479 smiles=COCCCN
H 0.713 -0.599 -1.470 0.359 0.010 0.062
H 1.233 -0.580 1.522 -0.070 -0.074 -0.122
H -0.244 1.291 0.848 -0.009 0.063 -0.157
H -3.186 0.856 -1.095 0.142 -0.120 0.044
N 2.573 -1.215 -0.710 0.036 0.307 0.302
C -0.585 0.248 0.803 -0.419 -0.194 0.496
H 3.227 -0.946 0.029 -0.176 -0.149 -0.350
O -1.488 0.061 -0.276 -0.238 0.455 0.248
C 0.592 -0.687 0.635 -0.091 -0.061 0.190
H 0.219 -1.723 0.610 0.250 0.264 -0.014
H 3.022 -1.031 -1.593 0.320 -0.105 -0.140
H -1.118 0.055 1.762 0.261 0.010 -0.389
H -3.194 0.899 0.691 0.555 -0.192 -0.456
H 1.575 0.704 -0.676 0.145 0.045 0.075
H -2.173 2.049 -0.232 -0.141 -0.715 -0.015
C 1.383 -0.375 -0.628 -0.753 -0.284 -0.040
C -2.550 0.993 -0.220 -0.173 0.739 0.266


(4)
15
Properties=species:S:1:pos:R:3:forces:R:3 method="wB97M-V/def2-TZVPD" relative_energy_kcal_mol=16.9 max_force_ev_per_a=0.488 e_tot_ha=-382.93794 lumo_energy_ev=0.8 e_homo_ev=-10.5 multiplicity=1 gap_ha=0.41592 smiles="COC(=O)[C@@H](C)O"
H -1.428 0.456 1.200 0.035 -0.074 -0.124
O -2.181 -1.067 0.065 0.050 -0.142 -0.075
O 0.400 -1.700 -0.181 -0.077 0.460 0.144
C 2.427 -0.062 0.296 0.222 -0.053 -0.011
C 0.149 -0.570 0.177 0.006 -0.332 -0.157
C -1.265 -0.017 0.222 0.147 0.201 0.061
H -2.457 1.327 -0.968 0.133 -0.033 0.051
H 3.038 0.717 0.751 -0.081 -0.128 -0.072
H 2.630 -0.131 -0.776 -0.002 -0.011 0.161
H 2.615 -1.031 0.761 -0.001 0.140 -0.039
H -1.670 -1.830 -0.250 -0.083 0.039 0.056
H -0.797 1.912 -0.671 -0.099 -0.131 -0.029
C -1.409 1.031 -0.885 -0.012 0.056 -0.072
H -1.095 0.607 -1.846 -0.076 0.057 0.122
O 1.068 0.339 0.503 -0.161 -0.048 -0.014


(5)
62
Properties=species:S:1:pos:R:3:forces:R:3 method="wB97M-V/def2-TZVPD" relative_energy_kcal_mol=4.8 s2=2.02 max_force_ev_per_a=1.527 e_tot_ha=-1494.75141 lumo_energy_ev="-3.9 / -4.3" e_homo_ev="-12.1 / -12.4" charge=+1 multiplicity=3 gap_ha="0.30116 / 0.29847"
H 2.239 0.434 1.534 0.101 -0.210 -0.101
H -3.253 1.630 1.805 0.059 0.042 0.008
C -2.589 0.779 1.643 -0.292 -0.199 -0.229
H 1.540 -1.759 2.977 0.024 -0.026 0.036
H -0.216 -5.244 1.090 0.047 -0.025 0.042
C 0.676 1.012 2.622 -0.221 0.015 0.050
H -1.034 -3.088 3.359 -0.011 0.007 0.014
O 1.293 0.562 1.414 -0.383 -0.054 0.082
H 1.284 -3.280 3.841 -0.030 0.015 0.012
C 2.731 -2.374 -0.372 -0.311 0.371 0.001
C -3.281 -0.208 0.685 -0.246 0.694 0.660
C -0.050 2.288 -0.715 -0.685 0.709 0.472
H -2.146 1.733 -0.758 -0.066 -0.025 0.079
H -1.012 -1.759 2.193 -0.041 -0.016 0.134
H 0.329 0.156 3.208 0.006 -0.002 -0.010
H -1.472 -4.683 -0.307 -0.004 0.035 -0.025
C 3.375 -3.757 -0.224 -0.142 -0.026 0.073
O 0.501 3.342 -0.822 0.121 -0.239 -0.218
C -1.567 -3.802 -0.940 0.106 -0.021 -0.091
H 4.392 -3.729 -0.623 0.016 -0.001 -0.004
H -1.694 -3.335 1.743 -0.029 0.085 -0.010
C -0.401 -2.084 -2.353 0.347 -0.594 0.386
H 1.516 -5.195 1.426 -0.035 -0.044 0.042
C 2.885 -1.875 -1.821 0.013 -0.088 0.097
O -4.457 -0.389 0.721 0.161 -0.152 -0.087
C -0.894 -2.849 2.300 0.122 -0.150 -0.092
H -1.206 -2.295 -3.061 -0.150 0.237 0.097
H -1.811 3.120 0.296 0.026 -0.002 0.048
C 0.540 -4.839 1.761 0.055 0.023 -0.097
H 1.373 1.592 3.226 0.031 -0.030 0.004
H 3.943 -1.693 -2.028 0.013 0.004 0.004
O 0.413 1.104 -1.088 -0.310 -0.971 0.014
H 3.275 -0.348 0.184 0.082 0.023 -0.015
H 2.538 -2.602 -2.552 0.040 0.110 -0.003
H 1.468 -4.146 -2.534 -0.073 -0.109 -0.006
C 0.490 -4.417 -2.141 0.125 0.071 -0.033
H 3.438 -4.054 0.824 0.040 -0.042 -0.045
H 2.355 -0.931 -1.973 0.064 0.018 -0.065
C 3.506 -1.369 0.501 -0.079 -0.116 -0.020
Si 0.848 -2.481 0.102 0.454 -1.458 -0.036
H -0.742 -1.126 -1.843 -0.247 -0.282 -1.179
C 0.500 -3.309 1.827 -0.049 0.293 -0.216
H 3.313 -1.488 1.568 0.066 0.040 -0.039
W -0.512 -0.403 -0.152 -0.057 1.484 0.354
H -2.132 -4.110 -1.825 0.005 0.024 -0.017
H -2.455 0.268 2.598 0.086 -0.007 0.003
H -0.136 -4.719 -2.988 -0.012 -0.012 0.008
C -0.191 -3.276 -1.383 0.060 0.219 0.400
H 0.357 -5.257 2.755 0.002 -0.002 0.011
H -2.165 -3.065 -0.419 -0.126 0.058 0.056
C 1.529 -2.847 2.867 0.013 0.014 -0.110
O -2.440 -0.823 -0.150 0.970 -0.262 -0.451
H 2.823 -4.530 -0.763 0.077 -0.010 0.017
H -0.054 2.819 1.779 -0.071 0.015 -0.058
H -1.107 2.152 3.033 -0.087 0.022 -0.047
H 2.536 -3.176 2.609 -0.017 0.027 0.065
H 0.611 -5.288 -1.495 -0.001 -0.020 -0.019
H 0.500 -1.839 -2.908 -0.028 0.188 0.076
H 4.578 -1.514 0.345 0.013 0.042 -0.014
C -0.471 1.899 2.186 0.453 -0.158 0.114
N -1.267 1.215 1.122 -0.308 0.043 0.064
C -1.440 2.151 -0.035 0.312 0.420 -0.186


(6)
78
Properties=species:S:1:pos:R:3:forces:R:3 method="wB97M-V/def2-TZVPD" relative_energy_kcal_mol=28.0 max_force_ev_per_a=4.731 e_tot_ha=-3629.03457 lumo_energy_ev="2.3 / 2.3" e_homo_ev="-0.6 / -0.6" charge=-1 multiplicity=1 gap_ha="0.10520 / 0.10522"
O -0.353 -0.470 2.638 -2.351 -2.512 3.247
H -0.841 -0.180 -5.021 -0.149 -0.130 0.190
H 2.716 0.945 -4.434 -0.294 -0.020 0.102
C 3.612 -0.536 4.996 -0.213 0.577 0.051
H -1.260 3.993 -2.398 -0.049 -0.162 0.081
H -4.935 1.651 0.496 -0.091 -0.078 0.106
N 2.857 -1.562 3.028 -0.423 -0.525 0.080
H -3.458 -1.958 5.146 0.222 -0.126 -0.149
C -7.359 -1.138 -0.815 0.269 0.073 0.023
H -7.932 -1.446 0.071 0.127 0.029 -0.215
H 5.777 -2.322 -2.462 0.049 0.150 0.115
C -5.829 1.031 0.595 0.063 0.022 -0.006
C 5.156 -1.440 -2.327 0.003 0.121 -0.100
N -1.594 -1.416 4.305 -0.696 -0.104 1.243
H 1.758 0.824 -6.823 -0.059 0.005 0.006
H 0.137 1.090 -6.156 0.181 0.041 -0.007
H 3.259 -2.496 -2.720 0.489 0.303 0.324
H -2.088 -3.002 5.611 -0.100 0.108 -0.202
C -0.961 3.057 -1.904 0.165 -0.022 -0.228
H -2.777 -3.120 3.965 0.032 0.123 0.131
H 2.432 -2.191 2.342 0.121 0.212 0.304
H -6.687 1.560 0.164 0.150 0.047 0.094
H 1.386 2.335 -6.018 -0.069 0.035 -0.085
C 4.939 0.951 -1.985 -0.659 0.030 -0.080
N 3.390 0.378 3.888 -0.141 0.569 0.892
Cl 0.996 -2.555 0.459 0.490 -2.458 -0.013
H -3.734 -1.803 0.760 -0.287 0.015 -0.150
H 2.889 1.699 -1.954 0.391 -0.610 0.022
H -6.032 0.845 1.654 0.028 0.095 -0.065
H -0.800 2.287 -2.680 -0.062 0.156 0.416
H -2.110 0.141 5.632 0.145 -0.045 -0.152
C 2.978 -0.419 -2.304 -0.283 -0.448 -0.372
H -0.771 -0.884 6.169 -0.001 0.020 -0.164
H 2.544 -2.456 4.934 0.193 0.116 -0.122
C -4.814 -1.961 0.646 -0.003 0.024 0.102
C -1.217 -0.399 5.291 -0.092 -0.164 -0.123
C 2.918 -0.244 2.786 0.274 1.144 -2.633
H 2.065 4.380 -1.180 -0.027 0.021 -0.271
H 0.914 4.870 -2.462 0.085 -0.049 0.056
H 2.944 -0.314 5.837 0.146 -0.079 -0.009
Cl -4.490 -0.233 -2.017 -0.686 -0.005 -0.178
Sn 0.316 -0.244 0.507 0.578 0.885 -1.723
H 6.815 -0.066 -2.038 -0.001 -0.182 -0.004
H 4.210 -2.515 4.296 -0.028 -0.055 0.232
C 1.203 1.256 -5.982 -0.064 0.259 -0.348
H 3.510 1.383 3.919 -0.073 -0.496 -0.064
Cl -1.880 -0.411 -0.243 -2.606 -0.565 -0.598
H -7.291 -1.973 -1.522 -0.195 0.179 0.099
O 0.829 0.284 -1.548 0.087 0.121 -0.438
H 4.645 -0.471 5.332 0.101 -0.058 0.195
N 0.284 3.329 -1.192 0.014 0.338 -0.477
C 3.307 -1.900 4.373 -0.131 -0.541 -0.600
C -2.535 -2.435 4.782 0.295 0.256 -0.174
C -0.414 -0.592 -4.102 -0.418 0.082 -0.181
O -0.206 1.997 0.599 1.157 2.695 -0.780
C 3.774 -1.563 -2.450 -0.136 0.683 -0.124
H -1.754 2.733 -1.219 0.450 -0.029 -0.105
H -1.437 -2.208 2.403 0.002 0.061 0.099
H -7.860 -0.279 -1.273 -0.094 -0.249 -0.105
H -4.988 -2.914 0.128 0.074 0.165 0.135
H 1.580 3.021 0.380 -0.259 -0.089 -0.070
S 2.605 0.537 1.289 2.688 -0.101 2.290
H -0.504 0.299 4.848 -0.157 -0.172 -0.017
C 3.549 0.824 -2.053 0.257 0.080 -0.052
H -0.417 -1.692 -4.189 0.075 0.335 0.044
H -1.056 -0.341 -3.240 0.182 -0.062 -0.244
H -5.266 -2.016 1.644 -0.044 -0.090 -0.046
C -1.129 -1.389 3.067 2.076 2.170 -1.538
C 1.678 0.710 -4.681 -0.218 -0.734 0.330
C 1.335 4.022 -1.915 -0.039 -0.369 0.076
H 1.836 3.337 -2.618 -0.152 0.293 0.036
Si -5.633 -0.583 -0.315 0.248 -0.296 -0.045
C 0.970 -0.086 -3.863 0.754 0.237 0.136
C 1.474 -0.519 -2.486 -0.088 0.502 0.418
C 5.739 -0.184 -2.098 -0.159 -0.087 -0.113
C 0.582 2.770 -0.019 -1.517 -1.170 1.208
H 1.162 -1.573 -2.385 0.262 -0.117 0.127
H 5.346 1.959 -1.891 0.192 -0.377 0.163